Formula: C5H15NO
Source: OMol25
Level of theory: wB97M-V/def2-TZVPD

## Properties
* charge: -1
* M: 105.2 g/mol
* energy relative to the best compared isomer or geometry (same formula, charge and spin): 200.67 kJ/mol
* Kohn-Sham gap (spin up / spin down): 2.59 / 8.38 eV
* <S²>: 0.750
* strongest force on any atom: 0.108 Eh/bohr
* multiplicity: 2

Each atom is followed by the atoms it is bonded to, with distances in Å.
Positions of all 22 atoms, in Å:
1 H -2.22 0.31 -1.67  C2 1.196
2 C -1.29 1.04 -1.47  H1 1.196, C3 1.612, N11 1.385, H12 1.064
3 C -1.91 2.52 -1.49  C2 1.612, H4 1.154, H13 1.061, H21 1.046
4 H -2.21 2.94 -2.52  C3 1.154
5 H -1.52 -1.77 0.33  C16 1.184
6 H 0.69 -2.62 1.46  C15 1.074
7 H 0.87 -0.29 -1.00  C9 1.101
8 H 1.55 -2.74 0.06  C15 1.076
9 C 0.21 -0.38 -0.12  H7 1.101, N11 1.479, H14 1.113, C16 1.525
10 H 2.22 0.27 2.60  O19 0.898
11 N -0.71 0.77 -0.24  C2 1.385, C9 1.479, H22 0.934
12 H -0.62 0.90 -2.28  C2 1.064
13 H -2.84 2.56 -0.97  C3 1.061
14 H 0.88 -0.26 0.76  C9 1.113
15 C 0.53 -2.66 0.40  H6 1.074, H8 1.076, C16 1.464, H20 1.103
16 C -0.45 -1.75 -0.19  H5 1.184, C9 1.525, C15 1.464, H18 1.129
17 H 3.49 0.61 1.83  O19 1.030
18 H -0.79 -1.98 -1.24  C16 1.129
19 O 3.10 0.40 2.76  H10 0.898, H17 1.030
20 H 0.36 -3.74 0.22  C15 1.103
21 H -1.27 3.24 -1.09  C3 1.046
22 H -0.91 1.39 0.42  N11 0.934

Formula: C5H15NO
Source: OMol25
Level of theory: wB97M-V/def2-TZVPD

## Properties
* charge: -1
* M: 105.2 g/mol
* energy relative to the best compared isomer or geometry (same formula, charge and spin): 213.95 kJ/mol
* Kohn-Sham gap (spin up / spin down): 2.86 / 8.73 eV
* <S²>: 0.751
* strongest force on any atom: 0.108 Eh/bohr
* multiplicity: 2

Each atom is followed by the atoms it is bonded to, with distances in Å.
Positions of all 22 atoms, in Å:
1 H 2.73 0.28 -0.71  C11 1.128
2 H -2.30 -1.87 -1.65  O15 0.934
3 H 0.34 1.78 -0.39  C18 1.149
4 H 0.12 2.93 1.73  C17 1.098
5 C 0.34 -1.63 0.22  H6 1.149, N9 1.476, H16 1.096, H21 1.125
6 H 0.16 -1.62 1.35  C5 1.149
7 H -0.87 0.51 -0.98  C18 1.133
8 H 2.41 -1.31 -1.34  C11 1.088
9 N 0.98 -0.33 -0.07  C5 1.476, C11 1.451, C18 1.510
10 H -2.16 -0.94 -2.63  O15 0.889
11 C 1.92 -0.36 -1.17  H1 1.128, H8 1.088, N9 1.451, H19 1.133
12 H -0.42 1.79 2.93  C17 1.056
13 H -0.99 0.05 1.49  C14 1.069
14 C -0.86 1.02 1.07  H13 1.069, C17 1.577, C18 1.504, H20 1.050
15 O -2.40 -1.80 -2.57  H2 0.934, H10 0.889
16 H 1.01 -2.49 0.10  C5 1.096
17 C 0.08 1.87 2.01  H4 1.098, H12 1.056, C14 1.577, H22 1.056
18 C -0.09 0.73 -0.19  H3 1.149, H7 1.133, N9 1.510, C14 1.504
19 H 1.35 0.01 -2.08  C11 1.133
20 H -1.78 1.54 1.06  C14 1.050
21 H -0.64 -1.77 -0.32  C5 1.125
22 H 1.09 1.61 2.17  C17 1.056

Formula: C5H15NO
Source: OMol25
Level of theory: wB97M-V/def2-TZVPD

## Properties
* charge: 0
* M: 105.2 g/mol
* energy relative to the best compared isomer or geometry (same formula, charge and spin): 71.68 kJ/mol
* SMILES string: CC(C)CCN.O
* Kohn-Sham gap: 9.77 eV
* strongest force on any atom: 0.025 Eh/bohr
* multiplicity: 1

Each atom is followed by the atoms it is bonded to, with distances in Å.
Positions of all 22 atoms, in Å:
1 H 1.87 -1.46 2.49  C19 1.093
2 H -2.05 1.32 0.53  C9 1.095
3 H 1.80 -1.41 -0.33  N14 1.009
4 C -1.00 -0.60 0.75  H8 1.094, C9 1.522, C13 1.540, C17 1.553
5 H 0.28 4.84 -4.56  O6 0.964
6 O 0.97 4.41 -5.09  H5 0.964, H21 0.964
7 H -0.33 -1.56 -1.08  C17 1.087
8 H -1.36 -1.59 1.08  C4 1.094
9 C -2.05 0.42 1.15  H2 1.095, C4 1.522, H20 1.092, H22 1.095
10 H -0.14 0.19 -1.03  C17 1.097
11 H -1.75 -0.48 -1.33  C17 1.082
12 H 0.17 0.09 2.44  C13 1.085
13 C 0.34 -0.36 1.47  C4 1.540, H12 1.085, H18 1.087, C19 1.535
14 N 2.00 -1.99 0.47  H3 1.009, H15 1.008, C19 1.469
15 H 2.99 -1.95 0.63  N14 1.008
16 H 0.59 -2.48 1.93  C19 1.083
17 C -0.83 -0.63 -0.79  C4 1.553, H7 1.087, H10 1.097, H11 1.082
18 H 0.94 0.32 0.88  C13 1.087
19 C 1.20 -1.62 1.65  H1 1.093, C13 1.535, N14 1.469, H16 1.083
20 H -3.07 0.03 1.09  C9 1.092
21 H 1.32 3.73 -4.51  O6 0.964
22 H -1.87 0.78 2.17  C9 1.095

Formula: C5H15NO
Source: OMol25
Level of theory: wB97M-V/def2-TZVPD

## Properties
* charge: 0
* M: 105.2 g/mol
* energy relative to the best compared isomer or geometry (same formula, charge and spin): 306.22 kJ/mol
* SMILES string: CC[C@@H](C)NC.O
* Kohn-Sham gap: 10.60 eV
* strongest force on any atom: 0.094 Eh/bohr
* multiplicity: 1

Each atom is followed by the atoms it is bonded to, with distances in Å.
Positions of all 22 atoms, in Å:
1 H 1.18 2.34 1.04  C17 1.024
2 H -1.17 -0.57 -0.49  C6 1.160
3 H 1.98 -0.95 0.25  N8 1.068
4 C -1.60 1.37 -1.43  H5 1.009, C6 1.480, H13 1.177, H22 1.103
5 H -1.61 1.07 -2.39  C4 1.009
6 C -0.97 0.57 -0.36  H2 1.160, C4 1.480, H7 1.167, C18 1.524
7 H -1.39 0.76 0.71  C6 1.167
8 N 0.96 -0.85 -0.06  H3 1.068, C18 1.530, C21 1.548
9 O -0.80 -1.41 2.22  H19 1.040, H20 1.041
10 H 0.24 -1.16 -2.14  C21 1.109
11 H 1.90 -1.04 -2.10  C21 1.067
12 H 0.84 -2.55 -1.48  C21 1.169
13 H -2.72 1.03 -1.33  C4 1.177
14 H 1.10 1.07 -1.07  C18 1.120
15 H 1.87 1.05 1.62  C17 1.090
16 H 0.12 1.04 1.93  C17 1.124
17 C 0.92 1.36 1.20  H1 1.024, H15 1.090, H16 1.124, C18 1.639
18 C 0.55 0.62 -0.21  C6 1.524, N8 1.530, H14 1.120, C17 1.639
19 H -0.30 -1.83 1.41  O9 1.040
20 H -1.07 -0.53 1.73  O9 1.041
21 C 1.11 -1.41 -1.50  N8 1.548, H10 1.109, H11 1.067, H12 1.169
22 H -1.32 2.42 -1.23  C4 1.103

Formula: C5H15NO2
Source: OMol25
Level of theory: wB97M-V/def2-TZVPD

## Properties
* charge: 0
* M: 121.2 g/mol
* energy relative to the best compared isomer or geometry (same formula, charge and spin): 708.05 kJ/mol
* Kohn-Sham gap: 3.83 eV
* strongest force on any atom: 0.037 Eh/bohr
* multiplicity: 1

Each atom is followed by the atoms it is bonded to, with distances in Å.
Positions of all 23 atoms, in Å:
1 H -0.68 -0.90 -1.67  C18 1.101
2 H -2.81 0.56 -1.11  C11 1.081
3 H 0.45 1.66 -1.52  C20 1.098
4 H 3.35 0.84 1.35  O23 0.962
5 H 0.41 -1.12 -0.32  C18 1.089
6 H -3.72 -1.04 -1.24  C11 1.080
7 H 0.02 2.15 0.89  N12 1.007
8 H 3.18 -0.60 -0.26  O21 1.016
9 C -2.18 -0.20 1.75  H10 1.085, C16 1.375, H17 1.094
10 H -2.47 -0.27 2.79  C9 1.085
11 C -3.18 -0.33 -0.63  H2 1.081, H6 1.080, C16 1.364
12 N 0.40 1.27 0.56  H7 1.007, H14 1.088, C20 1.458
13 H -1.11 1.20 -0.82  C20 1.087
14 H 1.40 0.87 0.71  N12 1.088
15 H 1.05 -0.52 -1.86  C18 1.086
16 C -3.05 -0.48 0.72  C9 1.375, C11 1.364, H22 1.103
17 H -1.09 -0.18 1.65  C9 1.094
18 C 0.21 -0.48 -1.18  H1 1.101, H5 1.089, H15 1.086, C20 1.533
19 H 4.20 -1.43 -1.11  O21 0.960
20 C -0.04 0.98 -0.80  H3 1.098, N12 1.458, H13 1.087, C18 1.533
21 O 3.35 -0.99 -1.18  H8 1.016, H19 0.960
22 H -3.87 -1.12 1.09  C16 1.103
23 O 2.69 0.24 1.01  H4 0.962

Formula: C5H15NO2
Source: OMol25
Level of theory: wB97M-V/def2-TZVPD

## Properties
* charge: 0
* M: 121.2 g/mol
* energy relative to the best compared isomer or geometry (same formula, charge and spin): 106.48 kJ/mol
* SMILES string: CCNCCCO.O
* Kohn-Sham gap: 9.46 eV
* strongest force on any atom: 0.027 Eh/bohr
* multiplicity: 1

Each atom is followed by the atoms it is bonded to, with distances in Å.
Positions of all 23 atoms, in Å:
1 H -0.89 -1.98 -1.03  N11 1.015
2 H -0.16 2.23 -2.53  C14 1.095
3 C -1.32 0.87 -1.35  H4 1.087, C14 1.515, C18 1.522, H19 1.100
4 H -1.65 0.36 -2.26  C3 1.087
5 H 0.89 -2.81 0.01  C15 1.093
6 H -2.03 -0.29 0.40  C18 1.093
7 H -0.47 2.92 -0.23  O17 0.962
8 H 1.69 1.22 0.55  O22 0.977
9 H 0.43 -2.72 2.36  C20 1.092
10 H 2.73 1.68 1.55  O22 0.968
11 N -0.33 -1.25 -0.62  H1 1.015, C15 1.465, C18 1.457
12 H -1.04 -2.05 1.79  C20 1.096
13 H 0.25 -0.97 2.38  C20 1.081
14 C -0.04 1.62 -1.62  H2 1.095, C3 1.515, O17 1.426, H23 1.087
15 C 0.58 -1.83 0.38  H5 1.093, N11 1.465, H16 1.091, C20 1.529
16 H 1.52 -1.27 0.40  C15 1.091
17 O 0.32 2.48 -0.55  H7 0.962, C14 1.426
18 C -1.13 -0.10 -0.20  C3 1.522, H6 1.093, N11 1.457, H21 1.097
19 H -2.13 1.55 -1.07  C3 1.100
20 C 0.04 -1.86 1.81  H9 1.092, H12 1.096, H13 1.081, C15 1.529
21 H -0.51 0.40 0.55  C18 1.097
22 O 2.47 0.90 1.04  H8 0.977, H10 0.968
23 H 0.79 0.92 -1.76  C14 1.087